Entry A
41
Properties=species:S:1:pos:R:3 method="wB97M-V/def2-TZVPD" charge=0 smiles="C[C@@H]1CCC[C@]2(C1)OC(=O)N(CCc1ccncc1)C2=O" homo_lumo_gap_ev=10.0 homo_ev=-9.32
O 1.3741 1.7306 -0.5814
H 0.6247 4.2509 0.8102
C 0.0361 1.4512 -0.2089
H -1.8263 3.6980 2.7151
H 0.1423 -2.9383 -0.2367
C -1.1842 3.2815 -1.2054
O 2.8350 0.5884 -1.9648
C 3.2158 -2.7277 1.3939
H -2.1306 1.4512 -0.8327
C 1.5464 -2.1999 3.4082
H 0.8073 2.0379 1.6860
H 2.7682 -1.8991 -1.4790
H 1.5582 -3.9291 -0.5142
C 3.6327 -2.6714 2.7918
C -0.0425 2.1655 1.1197
H -0.0523 -2.1170 2.1215
H -2.4516 3.5451 0.5066
H -0.9009 1.7632 1.6298
C 1.6597 -1.8223 -1.2837
N 2.7916 -2.3797 3.7857
C -0.3215 3.6497 1.0658
H 4.7505 -2.5247 2.7937
H -1.1816 5.1834 2.3894
H -0.7832 1.4103 -2.1226
H 0.7210 -2.2194 4.0355
O -0.8740 -0.7944 -0.0418
H 3.9961 -2.8808 0.6631
H -1.9644 3.6132 -1.8668
H -0.0369 4.0340 3.1843
H -1.6496 4.9921 0.0198
C 0.0760 -0.0234 -0.2766
C 1.2259 -2.8900 -0.2811
C 1.8404 0.6630 -1.2214
N 1.1240 -0.4688 -1.0180
C 1.0299 -2.2577 2.1448
C 1.8616 -2.7033 1.0880
C -1.1061 1.7565 -1.1416
H 1.2289 -1.8938 -2.2674
C -1.5441 3.9402 0.1475
C -0.8504 4.1479 2.3891
H -0.2501 3.6832 -1.6488

Entry B
41
Properties=species:S:1:pos:R:3 method="wB97M-V/def2-TZVPD" charge=0 homo_lumo_gap_ev=8.2 homo_ev=-8.29
N 4.7994 1.3269 -1.3056
H -1.9219 -0.3732 -3.2385
C -2.6883 -1.8378 -1.8549
C -2.3973 -0.3977 -2.2599
H -1.6087 -1.3939 0.4306
C 3.7841 1.0020 -0.6166
C 0.4136 2.2965 -0.2212
H -1.7276 0.0788 -1.5480
C 1.4592 0.3946 0.8520
H -4.1107 -0.0809 1.5582
H -2.7972 -2.0801 1.5286
H -3.2381 0.6178 0.1984
C -2.1495 0.6613 2.0472
C 4.9426 -1.0345 0.5091
C -2.6730 -1.4138 0.6721
C 1.5196 1.4773 -0.0368
H -1.7451 -2.3844 -1.7789
H 0.4822 3.1285 -0.9075
N 6.0372 -0.7322 -0.2024
H -1.6644 3.5330 -0.3142
H 4.6565 2.1419 -1.8928
C -0.7608 2.0379 0.4680
H -4.4084 -1.4586 -0.6143
H 6.8575 -1.3045 -0.0968
C 3.7636 -0.1304 0.2927
H -3.6540 -3.0288 -0.3727
O 2.6436 1.7584 -0.7343
C -3.1317 -0.0138 1.0792
H 6.0065 0.0695 -0.8261
H -3.3193 0.1778 -2.3142
O 4.8744 -1.9707 1.2847
O -1.8548 2.8185 0.3062
H -3.2804 -2.3131 -2.6410
H 2.6337 -1.2486 1.6632
H -2.5878 1.5991 2.3923
C -0.8473 0.9520 1.3631
C 0.2632 0.1578 1.5394
C -3.4463 -1.9686 -0.5321
H -1.9786 0.0135 2.9080
C 2.6328 -0.4027 0.9905
H 0.2219 -0.6749 2.2254

Name the least stable of them. entry A.

Entry A
20
Properties=species:S:1:pos:R:3 method="wB97M-V/def2-TZVPD" charge=+1 homo_lumo_gap_ev="8.2 / 8.1" homo_ev="-12.37 / -12.37"
N 1.1620 0.5908 -0.5433
H 2.5763 2.0883 -0.7981
C -0.6105 -0.7183 -0.8145
C 2.4190 1.2229 -0.1176
H -3.4837 0.5548 -0.8088
H 1.0171 -2.4491 0.5890
H -3.3543 -0.9430 -0.0021
H 2.4200 1.5882 0.9112
C -0.8816 1.2472 0.3547
H -1.3529 2.0059 0.9493
H -0.6126 -0.3295 -1.8515
H -3.0187 0.6693 0.8719
H 3.2373 0.5483 -0.2130
H -0.8547 -1.7954 -0.7028
C 1.3057 -1.4814 0.5975
H 1.1473 -1.0503 1.5659
C -2.8844 0.0300 -0.0139
N -1.4515 0.2456 -0.1492
N 0.8020 -0.5837 -0.3632
H 2.4181 -1.4405 0.5388

Entry B
20
Properties=species:S:1:pos:R:3 method="wB97M-V/def2-TZVPD" charge=+1 homo_lumo_gap_ev=10.7 homo_ev=-14.16
H 2.9966 -0.6961 -1.0354
H 1.2566 0.3332 0.0780
H -0.5261 1.6835 0.7065
H -3.3597 -0.7333 1.2181
C 0.8607 2.7013 -0.1673
H 1.8221 2.4500 -0.4696
H 0.5965 -2.6440 -0.0723
H 0.3093 3.6189 -0.1867
C -1.8310 -0.6679 -0.3362
N 0.2684 1.6685 0.2030
C 0.3369 -1.5256 0.1160
H -1.6986 -0.4132 -1.4532
H 3.3865 -0.5091 0.7576
H -4.0106 -0.6235 -0.4701
N -0.9234 -1.2390 0.3609
H -3.1965 0.7985 0.4081
C -3.1428 -0.4006 0.2123
C 2.6663 -1.0433 -0.0525
N 1.2987 -0.7063 0.0438
H 2.8901 -2.0520 0.1391

Name the least stable of them. entry A.

Entry A
28
Properties=species:S:1:pos:R:3 method="wB97M-V/def2-TZVPD" charge=+1 smiles="CCC1=C([N+](=O)[O-])N(CC)[NH2+]N1C" homo_lumo_gap_ev=9.1 homo_ev=-13.30
H 3.7494 -0.1723 2.2882
C 0.7306 -0.0014 0.7094
H -2.8249 -1.1823 -1.4326
H -2.1326 0.2904 0.5773
H 2.7533 0.7247 0.1319
N 1.2697 -1.5932 -1.2335
H -1.7017 -1.2915 1.4033
H 2.9662 -1.3906 1.2995
C 0.4026 -0.7931 -0.3845
H -1.1234 1.1925 -2.5453
C 2.7871 -0.5361 1.9436
C -2.0483 0.6096 -2.1284
O 0.7153 -2.4316 -1.9002
C -1.8662 -0.8008 -1.5923
H -1.6997 2.0648 1.2560
C -0.5918 1.8409 0.9848
H 1.7973 1.3040 1.6278
H 2.1768 -0.8291 2.7409
N -1.4518 -0.4090 0.8410
O 2.4514 -1.3050 -1.3028
N -0.4025 0.4163 1.3535
H -2.3548 1.2050 -1.3968
N -1.0444 -1.1137 -0.3965
H -0.6023 2.1015 -0.0450
C 2.0909 0.5328 1.0255
H -2.7511 0.6395 -2.9673
H -1.3507 -1.5559 -2.3227
H 0.0559 2.4833 1.4652

Entry B
28
Properties=species:S:1:pos:R:3 method="wB97M-V/def2-TZVPD" charge=+1 smiles="CC1(C)[C@](N)(C(N)=O)[C@]1(N)C(=[NH2+])O" homo_lumo_gap_ev=9.2 homo_ev=-12.63
C -0.1947 0.1581 2.2375
N 1.0098 1.1854 -1.4479
H 2.7050 -2.0010 0.9516
H -1.1277 2.7525 0.0477
H 0.2532 2.6906 1.2017
H -1.2208 0.0761 2.6360
H -1.2915 -0.0041 -2.3131
C -0.8940 -0.1218 -0.3763
H 0.3160 -0.8536 2.1820
H 1.0310 0.6941 -2.3379
C 1.8140 -0.5432 -0.0484
H 1.0674 -2.0719 0.9709
O -0.5498 -2.2373 0.7080
H 0.3477 1.0439 2.6889
O 2.9810 -0.1623 -0.6163
H -1.3585 2.1560 1.8128
N -1.5584 0.4591 -1.4377
C -1.0879 -1.6119 -0.2323
C -0.3207 0.7013 0.7408
N 1.8647 -1.7485 0.4718
H -1.5662 -3.2216 -1.2832
H 3.0778 0.7013 -1.0858
H -1.7085 1.4561 -1.4312
C 0.7625 0.3610 -0.3533
C -0.6623 2.2063 0.8737
N -1.7192 -2.2114 -1.2160
H -2.4523 -1.8917 -1.8257
H 0.4825 2.0386 -1.5184

Name the least stable of them. entry A.

Entry A
12
Properties=species:S:1:pos:R:3 method="wB97M-V/def2-TZVPD" charge=0 smiles="S=C(NS)[C@H]1CO1" homo_lumo_gap_ev=8.3 homo_ev=-8.65
H 0.6869 -0.8736 -1.0397
C 1.9828 0.0344 0.6199
S -0.1428 2.3928 -0.1569
C 0.7011 -0.2576 -0.1491
O 0.7438 -0.7027 1.2252
H -2.8208 -1.6026 0.3684
H -2.4320 0.8910 -0.5911
H 2.9630 -0.5107 0.2814
H 2.1187 1.0518 1.0653
S -1.7306 -1.3974 -0.9080
N -1.6369 0.1949 -0.5256
C -0.4331 0.7797 -0.1898

Entry B
12
Properties=species:S:1:pos:R:3 method="wB97M-V/def2-TZVPD" charge=0 homo_lumo_gap_ev=8.6 homo_ev=-8.97
H 1.3887 -2.5759 1.0060
C -1.4086 -0.4332 -0.0209
C -0.7277 0.6430 -0.4630
H -1.3542 1.4526 -0.4732
N 0.8560 -1.7025 1.3016
C 0.5781 0.7531 -1.1155
H 0.7248 1.6481 -1.5765
H 0.9954 -0.4712 3.2040
O 1.4080 -0.0815 -1.3281
H -2.4608 -0.3022 0.1208
S 1.0098 -1.8021 2.9753
S -0.8086 -1.9878 0.5456

Name the least stable of them. entry A.

Entry A
12
Properties=species:S:1:pos:R:3 method="wB97M-V/def2-TZVPD" charge=0 homo_lumo_gap_ev=8.3 homo_ev=-8.76
H -0.9558 -0.5180 -0.7340
N 1.0575 -1.3464 1.1850
O 0.2486 -1.8493 0.1926
H -1.9900 1.0057 -0.7763
C -0.0176 1.4057 -0.9684
S -1.0898 0.1638 1.4876
C -1.0721 0.4164 -0.2738
H -0.0101 2.4299 -0.7547
H 1.0279 -0.1280 2.7064
H 0.4683 -3.1821 0.1065
C 0.5094 -0.3815 1.7300
S 0.8116 0.8342 -2.3194

Entry B
12
Properties=species:S:1:pos:R:3 method="wB97M-V/def2-TZVPD" charge=0 smiles="O=C1NSC[C@@H]1S" homo_lumo_gap_ev=9.2 homo_ev=-8.65
S 1.8203 -0.6392 -0.6994
H 1.0893 -0.9420 1.5771
H -2.5257 0.1799 -0.8877
S -1.7615 -0.9431 -0.7721
C 0.6406 -1.1279 0.6025
O -0.7302 2.1362 -0.1738
H 1.6098 1.7061 -1.1640
H 0.4073 -2.2003 0.4940
C -0.5872 -0.2089 0.4068
N 1.1922 0.9656 -0.6078
H -1.0767 -0.0430 1.3790
C -0.0781 1.1165 -0.1546

Name the least stable of them. entry A.

Entry A
9
Properties=species:S:1:pos:R:3 method="wB97M-V/def2-TZVPD" charge=0 homo_lumo_gap_ev=9.2 homo_ev=-8.76
C 0.3910 -0.0004 0.2345
N -0.5417 1.6720 -0.8691
N -0.3853 1.2645 0.5058
H 0.6863 -0.4818 -2.1082
H -0.1102 -0.9245 0.7076
H 1.4286 -0.1434 0.5393
H -1.2293 1.1081 1.0282
C 0.5197 0.2291 -1.2942
S 1.1321 1.8867 -1.4409

Entry B
9
Properties=species:S:1:pos:R:3 method="wB97M-V/def2-TZVPD" charge=0 smiles=CN(S)C#N homo_lumo_gap_ev=10.0 homo_ev=-9.68
N -0.0909 0.1451 0.3141
H 1.1243 0.4967 1.8647
H -0.5150 -1.5172 -0.6582
C -1.4029 0.8650 -0.0988
S 0.9833 1.3778 0.9548
C 0.3261 -0.8643 -0.5565
H 0.7412 -0.6691 -1.5339
H 1.1652 -1.3355 -0.0812
N -2.3313 1.5015 -0.2049

Name the least stable of them. entry A.